one | DFT (the ωB97M-V functional and the def2-TZVPD basis) results for an isolated molecule of C5H7NO.

Properties
net charge = 0
SMILES string = C=C(O)[C@@H](C)C#N
frontier orbital gap = 10.10 eV
2S+1 = 1
LUMO = 0.62 eV

Atoms and positions in Å:
C -1.88 0.40 -0.45
C -0.60 0.65 -0.20
O -0.11 1.87 0.18
C 0.55 -0.33 -0.35
C 1.55 -0.30 0.83
C 0.05 -1.69 -0.56
N -0.33 -2.78 -0.71
H -2.62 1.20 -0.40
H -2.23 -0.58 -0.73
H -0.87 2.46 0.31
H 1.10 -0.04 -1.26
H 1.06 -0.60 1.76
H 2.38 -0.98 0.63
H 1.94 0.71 0.94

These are the Löwdin partial charges, in e, on atoms 1 to 4: C 0.07; C -0.39; O 0.04; C -0.29

two | DFT (the ωB97M-V functional and the def2-TZVPD basis) results for an isolated molecule of C5H7NO.

Properties
net charge = 0
SMILES string = C=C[C@H]1CC(=O)N1
frontier orbital gap = 10.30 eV
2S+1 = 1
LUMO = 0.93 eV

Atoms and positions in Å:
C -0.77 -0.44 2.28
C -0.29 -0.61 1.05
C -0.38 0.33 -0.03
C 1.27 0.68 -0.75
C 0.60 0.04 -1.92
O 1.06 -0.16 -3.02
N -0.62 -0.14 -1.37
H -0.57 -1.04 3.08
H -1.51 0.41 2.54
H 0.15 -1.55 0.95
H -0.96 1.24 0.07
H 1.91 -0.01 -0.37
H 1.66 1.65 -0.87
H -1.54 -0.41 -1.62

These are the Löwdin partial charges, in e, on atoms 1 to 4: C 0.02; C -0.17; C -0.20; C 0.09

Result of the stability comparison: two is the least stable of them.

one | DFT (the ωB97M-V functional and the def2-TZVPD basis) results for an isolated molecule of C5H7NO.

Properties
net charge = 0
SMILES string = O=C1CC=CCN1
frontier orbital gap = 10.42 eV
2S+1 = 1
LUMO = 0.83 eV

Atoms and positions in Å:
O 1.53 2.11 0.30
C 0.80 1.15 0.09
C 1.46 -0.18 0.00
C 0.51 -1.36 -0.02
C -0.81 -1.21 -0.06
C -1.49 0.13 -0.10
N -0.55 1.23 0.07
H 2.17 0.17 0.82
H 2.13 -0.20 -0.87
H 0.94 -2.36 -0.03
H -1.48 -2.07 -0.08
H -2.25 0.19 0.68
H -2.02 0.25 -1.06
H -0.93 2.14 0.27

These are the Löwdin partial charges, in e, on atoms 1 to 4: O 0.03; C -0.53; C -0.10; C -0.07

two | DFT (the ωB97M-V functional and the def2-TZVPD basis) results for an isolated molecule of C5H7NO.

Properties
net charge = 0
SMILES string = C[C@H]1C=CNC1=O
frontier orbital gap = 9.52 eV
2S+1 = 1
LUMO = 0.90 eV

Atoms and positions in Å:
C -1.88 0.23 0.08
C -0.43 0.22 -0.35
C 0.60 1.07 0.37
C 1.75 0.39 0.39
N 1.58 -0.90 -0.14
C 0.25 -1.15 -0.41
O -0.24 -2.22 -0.67
H -2.27 1.26 0.07
H -2.02 -0.18 1.08
H -2.48 -0.36 -0.62
H -0.39 0.54 -1.41
H 0.43 2.06 0.76
H 2.72 0.69 0.78
H 2.31 -1.54 -0.39

These are the Löwdin partial charges, in e, on atoms 1 to 4: C -0.05; C -0.28; C -0.06; C -0.11

Result of the stability comparison: one is the least stable of them.

one | DFT (the ωB97M-V functional and the def2-TZVPD basis) results for an isolated molecule of C5H7NO.

Properties
net charge = 0
SMILES string = CC(=O)[C@@H](C)C#N
frontier orbital gap = 10.94 eV
2S+1 = 1
LUMO = 0.63 eV

Atoms and positions in Å:
C -0.85 -1.43 -1.18
C -0.22 -0.87 0.05
O 0.14 -1.58 0.96
C 0.08 0.66 0.07
C 0.17 1.25 1.47
C 1.34 0.75 -0.68
N 2.33 0.76 -1.29
H -1.92 -1.61 -1.00
H -0.36 -2.39 -1.38
H -0.75 -0.76 -2.03
H -0.66 1.21 -0.53
H 0.74 0.58 2.11
H 0.65 2.23 1.50
H -0.84 1.33 1.87

These are the Löwdin partial charges, in e, on atoms 1 to 4: C -0.01; C -0.42; O 0.10; C -0.29

two | DFT (the ωB97M-V functional and the def2-TZVPD basis) results for an isolated molecule of C5H7NO.

Properties
net charge = 0
SMILES string = O=C1CN2CC[C@@H]12
frontier orbital gap = 10.52 eV
2S+1 = 1
LUMO = 1.05 eV

Atoms and positions in Å:
O -0.67 -1.92 -1.05
C -0.81 -0.74 -0.85
C -1.68 0.06 0.11
N -0.44 0.85 0.41
C 0.68 0.12 1.10
C 1.50 0.06 -0.21
C 0.19 0.43 -0.89
H -2.37 0.74 -0.40
H -2.20 -0.47 0.91
H 0.40 -0.88 1.47
H 1.11 0.69 1.92
H 1.91 -0.91 -0.50
H 2.26 0.84 -0.29
H 0.12 1.13 -1.73

These are the Löwdin partial charges, in e, on atoms 1 to 4: O 0.11; C -0.35; C -0.07; N -0.06

three | DFT (the ωB97M-V functional and the def2-TZVPD basis) results for an isolated molecule of C5H7NO.

Properties
net charge = 0
SMILES string = C[C@]12N[C@H]1CC2=O
frontier orbital gap = 9.70 eV
2S+1 = 1
LUMO = 0.89 eV

Atoms and positions in Å:
C -1.93 -0.10 0.16
C -0.43 -0.13 0.09
N 0.28 -0.95 1.03
C 0.96 0.31 1.04
C 1.77 0.36 -0.26
C 0.46 0.22 -1.05
O 0.17 0.52 -2.18
H -2.37 0.69 -0.45
H -2.31 -0.03 1.18
H -2.25 -1.06 -0.24
H 0.79 -1.65 0.49
H 0.08 1.06 1.04
H 2.44 -0.50 -0.37
H 2.33 1.27 -0.49

These are the Löwdin partial charges, in e, on atoms 1 to 4: C 0.00; C -0.36; N 0.05; C -0.08

four | DFT (the ωB97M-V functional and the def2-TZVPD basis) results for a structure of composition C5H7NO.

Properties
net charge = 0
frontier orbital gap = 10.66 eV
2S+1 = 1
LUMO = 0.83 eV

Atoms and positions in Å:
C -1.47 -1.04 0.16
C -0.20 -0.31 0.60
C 0.97 -0.40 -0.41
C 1.02 1.02 -0.99
O 0.18 1.84 1.64
C -0.15 1.21 0.67
N 0.09 1.81 -0.62
H -2.30 -0.88 0.85
H -1.25 -2.12 0.13
H -1.78 -0.74 -0.85
H 0.09 -0.65 1.60
H 1.91 -0.76 0.03
H 0.73 -1.04 -1.27
H 1.85 1.42 -1.58

These are the Löwdin partial charges, in e, on atoms 1 to 4: C -0.06; C -0.28; C -0.11; C -0.12

Result of the stability comparison: three is the least stable of them.

one | DFT (the ωB97M-V functional and the def2-TZVPD basis) results for an isolated molecule of C5H7NO.

Properties
net charge = 0
SMILES string = C=C1C[C@H]1C(N)=O
frontier orbital gap = 10.55 eV
2S+1 = 1
LUMO = 0.81 eV

Atoms and positions in Å:
C -1.48 -0.37 1.67
C -0.44 0.22 1.12
C 0.45 1.34 0.96
C 0.10 0.50 -0.32
C 0.95 -0.56 -0.80
N 0.61 -0.92 -2.17
O 1.97 -1.06 -0.34
H -2.15 -1.10 1.11
H -1.76 -0.28 2.78
H 0.09 2.39 1.22
H 1.44 1.18 1.17
H -0.68 0.91 -1.10
H -0.35 -0.86 -2.59
H 1.25 -1.39 -2.72

These are the Löwdin partial charges, in e, on atoms 1 to 4: C 0.04; C -0.26; C -0.04; C -0.14

two | DFT (the ωB97M-V functional and the def2-TZVPD basis) results for an isolated molecule of C5H7NO.

Properties
net charge = 0
SMILES string = [H]/N=C1/C=C(C)CO1
frontier orbital gap = 10.05 eV
2S+1 = 1
LUMO = 0.78 eV

Atoms and positions in Å:
H 3.54 -0.20 0.41
N 2.86 -0.81 -0.05
C 1.69 -0.35 0.10
C 0.44 -0.90 -0.43
C -0.57 -0.09 -0.12
C -2.02 -0.22 -0.44
C 0.01 1.09 0.63
O 1.39 0.79 0.80
H 0.40 -1.83 -0.98
H -2.64 0.06 0.41
H -2.31 0.43 -1.28
H -2.26 -1.25 -0.72
H -0.46 1.24 1.61
H -0.08 2.03 0.06

These are the Löwdin partial charges, in e, on atoms 1 to 4: H 0.06; N 0.15; C -0.45; C 0.03

Result of the stability comparison: one is the least stable of them.

one | DFT (the ωB97M-V functional and the def2-TZVPD basis) results for a structure of composition C5H10NP.

Properties
net charge = 0
frontier orbital gap = 8.95 eV
2S+1 = 1
LUMO = 0.91 eV

Atoms and positions in Å:
C -1.50 0.39 0.83
C -1.62 0.47 -0.69
C 0.33 -1.10 -0.05
C 1.83 -1.05 0.35
C -0.24 0.30 -0.01
N 2.47 0.09 -0.21
P 1.35 1.23 -0.01
H -1.53 1.16 1.61
H -1.79 -0.50 1.41
H -1.83 -0.37 -1.30
H -1.92 1.37 -1.24
H 0.31 -1.41 -1.08
H -0.23 -1.71 0.65
H 2.02 -1.14 1.49
H 2.30 -2.00 -0.02
H 1.51 2.26 -1.05
H 1.45 2.04 1.13

These are the Löwdin partial charges, in e, on atoms 1 to 4: C -0.13; C -0.08; C -0.21; C -0.42

two | DFT (the ωB97M-V functional and the def2-TZVPD basis) results for a cluster of 2 separate species, C5H10NP in total.

Properties
net charge = 0
frontier orbital gap = 9.54 eV
2S+1 = 1
LUMO = 0.92 eV

Atoms and positions in Å:
C -1.84 -0.81 0.57
C -2.54 0.56 0.54
C 1.88 -0.77 -0.69
C 2.75 0.01 0.19
C -1.28 0.37 -0.18
N 1.35 0.00 0.41
P 0.23 1.24 0.37
H -1.51 -1.21 1.52
H -2.30 -1.70 0.05
H -3.49 0.73 -0.05
H -2.34 1.17 1.50
H 1.77 -0.37 -1.65
H 1.78 -1.87 -0.69
H 3.37 -0.39 0.95
H 3.36 0.77 -0.29
H -1.42 0.11 -1.25
H 0.22 2.16 -1.29

These are the Löwdin partial charges, in e, on atoms 1 to 4: C -0.19; C -0.20; C -0.18; C -0.21

Result of the stability comparison: two is the least stable of them.

one | DFT (the ωB97M-V functional and the def2-TZVPD basis) results for a cluster of 2 separate species, C4H11N3O in total.

Properties
net charge = 0
frontier orbital gap = 6.00 eV
2S+1 = 1
LUMO = -0.07 eV

Atoms and positions in Å:
C -0.97 -1.29 -0.83
N -0.44 -0.01 -0.34
C -1.08 1.24 -0.75
C 0.17 2.18 -0.67
N 1.10 1.47 0.23
C 0.78 0.07 0.07
N 1.60 -0.90 0.35
H -0.20 -2.06 -0.83
H -1.75 -1.62 -0.13
H -1.41 -1.22 -1.83
H -1.63 1.25 -1.68
H -1.65 1.53 0.15
H -0.04 3.20 -0.37
H 0.67 2.09 -1.64
H 0.65 1.62 1.14
H 1.29 -1.69 0.96
H 2.56 -0.89 0.06
O 0.54 -2.60 2.77
H -0.19 -2.37 3.35

These are the Löwdin partial charges, in e, on atoms 1 to 4: C 0.01; N -0.06; C -0.08; C -0.16

two | DFT (the ωB97M-V functional and the def2-TZVPD basis) results for a structure of composition C4H11N3O.

Properties
net charge = 0
frontier orbital gap (alpha / beta) = 9.14 / 9.14 eV
2S+1 = 1
LUMO (alpha / beta) = 0.37 / 0.37 eV

Atoms and positions in Å:
C -0.87 -0.83 0.50
C 1.13 0.81 1.67
C -1.72 -1.98 0.06
N 1.29 0.02 0.46
C 0.37 1.02 -0.92
N 0.68 0.36 -2.09
O 0.47 -1.10 0.46
N 0.26 2.26 -0.71
H 1.07 -0.56 -1.97
H 1.12 0.92 -2.81
H 0.56 2.85 -1.49
H -1.20 -0.29 1.39
H -0.69 0.24 -0.36
H 1.99 1.49 1.70
H 0.23 1.44 1.69
H 1.14 0.16 2.54
H -1.34 -2.41 -0.86
H -1.75 -2.76 0.83
H -2.74 -1.63 -0.09

These are the Löwdin partial charges, in e, on atoms 1 to 4: C -0.26; C -0.13; C -0.05; N -0.06

three | DFT (the ωB97M-V functional and the def2-TZVPD basis) results for a structure of composition C4H11N3O.

Properties
net charge = 0
frontier orbital gap = 8.87 eV
2S+1 = 1
LUMO = 0.80 eV

Atoms and positions in Å:
C 1.61 2.03 0.25
C 0.47 -0.11 -0.15
C -1.43 -1.36 0.64
C -1.60 0.80 -0.58
H 1.64 1.95 1.52
H 2.66 1.40 -0.15
H 1.50 3.10 -0.08
H 2.39 -2.66 0.16
H 1.19 -2.04 -1.07
H -2.88 -1.16 0.53
H -1.23 -0.75 1.73
H -1.00 -2.73 0.40
H -2.40 0.72 -1.76
H -1.36 1.77 -1.04
H -2.21 1.08 0.48
N 1.57 -0.72 0.14
N 1.39 -2.02 -0.04
N -0.79 -0.58 -0.67
O 0.46 1.27 -0.31

These are the Löwdin partial charges, in e, on atoms 1 to 4: C -0.06; C -0.51; C -0.15; C -0.16

Result of the stability comparison: three is the least stable of them.